1.
C25H68O9 | wB97M-V/def2-TZVPD

Last column: Löwdin charge in e.
Geometry (Å):
C -2.821 -33.607 2.911  -0.04
C -3.428 -34.241 4.145  -0.59
C -3.094 -35.765 4.299  -0.01
O -3.071 -33.624 5.207  0.01
H -1.736 -33.588 2.917  0.06
H -3.243 -32.631 2.711  0.08
H -3.232 -34.220 2.101  0.08
H -4.468 -34.010 4.052  0.13
H -3.174 -36.357 3.335  0.09
H -3.810 -36.252 5.015  0.09
H -2.110 -35.974 4.645  0.05
H -3.681 -32.893 5.270  0.12
C -0.944 -36.585 1.232  0.01
C -0.468 -35.484 0.263  -0.55
C -0.500 -35.931 -1.209  -0.03
O -1.139 -34.410 0.280  -0.03
H -1.991 -36.793 1.045  0.07
H -0.867 -36.187 2.223  0.04
H -0.426 -37.574 1.154  0.11
H 0.524 -35.182 0.574  0.11
H 0.148 -36.871 -1.345  0.12
H -0.070 -35.240 -1.857  0.03
H -1.508 -36.170 -1.581  0.08
H -0.790 -33.755 -0.291  0.07
C 2.087 -33.310 4.968  -0.03
C 0.911 -34.109 4.416  -0.65
C 1.332 -35.553 4.229  -0.05
O -0.085 -34.102 5.159  0.03
H 2.405 -33.739 5.953  0.10
H 1.818 -32.304 5.183  0.06
H 2.936 -33.385 4.313  0.06
H 0.608 -33.746 3.379  0.14
H 1.874 -35.954 5.135  0.10
H 2.036 -35.724 3.353  0.08
H 0.552 -36.272 4.068  0.05
H -0.908 -33.896 4.723  0.07
C 2.971 -33.600 0.958  -0.02
C 3.299 -35.069 0.703  -0.65
C 2.917 -35.442 -0.708  -0.03
O 4.501 -35.378 0.871  0.04
H 3.589 -33.176 1.783  0.09
H 1.921 -33.554 1.239  0.06
H 3.173 -32.971 0.062  0.09
H 2.779 -35.698 1.415  0.12
H 1.956 -35.142 -1.030  0.04
H 3.070 -36.431 -0.897  0.06
H 3.611 -34.941 -1.361  0.08
H 5.004 -34.868 0.219  0.13
C -0.068 -32.668 -3.818  0.00
C 1.240 -32.119 -3.213  -0.63
C 1.202 -30.608 -3.127  -0.04
O 1.498 -32.613 -2.114  0.01
H 0.118 -33.762 -3.804  0.06
H -0.256 -32.351 -4.826  0.08
H -0.924 -32.449 -3.231  0.06
H 2.105 -32.372 -3.910  0.16
H 1.539 -30.019 -4.023  0.10
H 1.757 -30.171 -2.294  0.08
H 0.218 -30.277 -2.902  0.04
H 0.723 -32.553 -1.556  0.06
C -3.979 -33.048 -0.390  -0.03
C -4.030 -34.451 -1.013  -0.62
C -3.272 -34.467 -2.309  -0.05
O -3.562 -35.340 -0.283  0.03
H -4.330 -32.290 -1.089  0.08
H -2.937 -32.802 -0.165  0.04
H -4.628 -32.812 0.442  0.08
H -5.060 -34.610 -1.232  0.14
H -3.408 -35.482 -2.700  0.09
H -2.263 -34.132 -2.128  0.05
H -3.752 -33.842 -3.060  0.10
H -2.715 -35.058 -0.011  0.02
C -1.531 -35.932 -4.732  -0.04
C -1.087 -35.215 -5.968  -0.68
C -1.441 -36.094 -7.170  -0.03
O -1.583 -34.096 -6.160  0.03
H -2.534 -36.203 -4.777  0.06
H -1.506 -35.228 -3.888  0.04
H -0.869 -36.817 -4.637  0.11
H -0.051 -35.126 -5.828  0.10
H -2.516 -36.176 -7.215  0.08
H -0.963 -37.100 -7.049  0.10
H -1.150 -35.601 -8.098  0.08
H -1.634 -33.867 -7.104  0.13
C -0.716 -29.627 -0.514  -0.02
C -0.333 -31.029 -0.072  -0.60
C -0.974 -31.401 1.257  -0.03
O -0.736 -31.946 -0.823  -0.07
H 0.161 -29.212 -0.947  0.05
H -0.909 -29.019 0.419  0.10
H -1.593 -29.527 -1.197  0.11
H 0.766 -31.073 0.026  0.16
H -0.739 -30.671 2.031  0.09
H -0.663 -32.316 1.645  0.03
H -2.074 -31.479 1.143  0.09
H -1.577 -31.670 -1.232  0.14
C 3.464 -35.567 -4.259  -0.15
O 2.118 -35.201 -4.399  -0.08
H 3.720 -36.204 -3.443  0.06
H 4.074 -34.744 -4.134  0.05
H 3.898 -36.054 -5.104  0.08
H 1.831 -34.740 -3.627  0.02

Properties
DFT total energy (hartree): -1670.11861
Energy relative to the best compared isomer or geometry (same formula, charge and spin) (eV): 8.9296



2.
C25H70AlF4N8O19S4 | wB97M-V/def2-TZVPD

Last column: Löwdin charge in e.
Geometry (Å):
Al -14.555 2.876 -6.650  1.22
N -14.085 0.532 -8.240  -0.26
S -14.382 -0.323 -9.557  0.48
O -15.492 -1.254 -9.505  -0.28
O -13.324 -0.600 -10.497  -0.26
F -15.073 0.922 -10.325  -0.19
S -13.509 -0.831 -7.465  0.46
O -12.350 -1.463 -8.022  -0.26
O -14.443 -1.583 -6.701  -0.25
F -12.800 -0.007 -6.286  -0.23
N -15.756 2.412 -4.230  -0.33
S -15.628 0.898 -3.436  0.56
O -16.796 0.179 -3.054  -0.23
O -14.447 0.802 -2.607  -0.27
F -15.170 0.199 -4.805  -0.22
S -16.720 3.130 -3.203  0.44
O -16.134 3.284 -1.903  -0.27
O -18.111 2.776 -3.341  -0.28
F -16.673 4.662 -3.671  -0.19
C -10.583 2.677 -7.341  -0.19
O -11.658 3.404 -7.742  -0.06
H -10.289 2.921 -6.305  0.11
H -10.695 1.592 -7.229  0.08
H -9.769 3.002 -8.009  0.10
N -14.905 3.792 -10.264  -0.59
O -13.833 4.284 -9.923  0.01
O -15.170 3.523 -11.440  0.00
O -15.797 3.624 -9.395  -0.08
C -7.192 -3.447 -12.311  -0.07
C -6.918 -2.172 -11.549  -0.45
C -8.018 -1.838 -10.517  -0.18
O -9.220 -1.985 -11.269  -0.21
C -10.409 -1.489 -10.715  -0.10
N -5.625 -2.317 -10.882  0.03
H -8.133 -3.408 -12.854  0.07
H -7.197 -4.277 -11.601  0.08
H -6.420 -3.633 -13.062  0.07
H -7.011 -1.349 -12.269  0.13
H -7.916 -0.773 -10.276  0.11
H -8.069 -2.469 -9.627  0.13
H -11.062 -1.190 -11.537  0.08
H -10.167 -0.635 -10.074  0.07
H -11.052 -2.192 -10.175  0.06
H -5.461 -1.508 -10.294  0.06
H -4.861 -2.393 -11.539  0.07
C -14.347 -4.249 -11.958  -0.04
C -14.904 -4.613 -10.542  -0.37
C -13.864 -4.328 -9.462  -0.21
O -12.888 -5.331 -9.301  -0.17
C -11.781 -4.958 -8.510  -0.11
N -16.160 -3.886 -10.397  0.04
H -15.096 -4.416 -12.723  0.06
H -13.404 -4.782 -12.120  0.08
H -13.981 -3.219 -12.006  0.08
H -15.152 -5.676 -10.517  0.14
H -14.339 -4.196 -8.477  0.13
H -13.425 -3.329 -9.584  0.10
H -11.348 -3.980 -8.750  0.06
H -10.936 -5.626 -8.670  0.08
H -12.094 -4.923 -7.463  0.09
H -16.877 -4.358 -9.867  0.10
H -16.043 -2.918 -10.110  0.04
C -19.258 4.894 -6.911  -0.04
C -18.076 3.939 -6.672  -0.40
C -18.247 2.594 -7.356  -0.21
O -17.231 1.708 -7.016  -0.25
C -17.593 0.326 -6.922  -0.05
N -16.782 4.590 -7.000  0.05
H -20.223 4.567 -6.512  0.08
H -19.398 5.080 -7.976  0.08
H -19.136 5.796 -6.307  0.08
H -17.956 3.803 -5.594  0.09
H -18.417 2.696 -8.433  0.14
H -19.182 2.228 -6.915  0.14
H -16.675 -0.254 -6.859  0.06
H -17.951 0.069 -7.926  0.10
H -18.326 0.119 -6.144  0.10
H -16.739 5.470 -6.496  0.09
H -16.827 4.841 -7.986  0.07
C -9.302 -1.227 -6.243  -0.06
C -8.441 -0.236 -5.469  -0.43
C -8.974 0.020 -4.049  -0.22
O -10.345 0.318 -3.985  -0.21
C -11.215 -0.668 -3.419  -0.07
N -7.097 -0.760 -5.306  0.03
H -9.440 -2.175 -5.716  0.09
H -8.948 -1.307 -7.274  0.07
H -10.347 -0.929 -6.376  0.05
H -8.487 0.652 -6.106  0.13
H -8.355 0.807 -3.610  0.12
H -8.789 -0.849 -3.404  0.12
H -11.281 -1.513 -4.104  0.08
H -12.183 -0.176 -3.334  0.07
H -10.848 -0.838 -2.405  0.09
H -6.713 -0.962 -6.224  0.07
H -7.132 -1.671 -4.861  0.07
C -7.147 2.797 -11.389  -0.06
C -8.512 3.438 -11.077  -0.39
C -9.648 2.419 -11.021  -0.22
O -10.931 2.977 -10.852  -0.14
C -11.920 1.986 -10.744  -0.12
N -8.414 4.128 -9.749  0.04
H -6.389 3.551 -11.603  0.07
H -7.187 2.077 -12.207  0.07
H -6.791 2.317 -10.475  0.07
H -8.829 4.189 -11.801  0.14
H -9.489 1.652 -10.246  0.11
H -9.749 1.823 -11.940  0.13
H -12.954 2.294 -10.803  0.06
H -11.755 1.291 -9.911  0.07
H -11.723 1.273 -11.560  0.07
H -8.158 3.407 -9.081  0.05
H -7.582 4.697 -9.876  0.07
C -18.513 -1.270 -13.533  -0.08
C -18.075 -2.158 -12.370  -0.33
O -17.544 -3.408 -12.781  -0.13
H -19.597 -1.131 -13.490  0.06
H -18.245 -1.815 -14.438  0.07
H -18.156 -0.242 -13.508  0.06
H -18.844 -2.204 -11.594  0.10
H -17.175 -1.706 -11.932  0.09
H -16.832 -3.661 -12.150  0.01
C -15.245 1.158 -13.879  -0.09
C -13.763 1.626 -13.997  -0.32
O -13.543 2.974 -13.631  -0.09
H -15.491 1.175 -12.818  0.05
H -15.305 0.120 -14.212  0.07
H -15.834 1.774 -14.558  0.07
H -13.524 1.482 -15.050  0.10
H -13.255 0.923 -13.328  0.09
H -14.128 3.113 -12.861  0.03

Properties
DFT total energy (hartree): -5096.32422
Net charge: -1